--- w ---
This record from OMol25 describes an isolated molecule of C3H6N4O. The level of theory is ωB97M-V with the def2-TZVPD basis set.

The total charge is 0. As for the LUMO energy: 0.79 eV. For the HOMO-LUMO gap, the calculation gives 9.4 eV. As for the HOMO energy: -8.610 eV. Its SMILES is COc1[nH]nnc1N.

Geometry (Å):
C -1.7920 -1.2749 -0.1671
O -1.3298 -0.2677 0.7734
C -0.0396 0.1962 0.6208
N 0.7390 0.6510 1.7482
N 1.7282 1.4729 1.3113
N 1.8861 1.3978 0.1084
C 1.0614 0.4504 -0.3377
N 0.8552 0.1466 -1.7160
H -2.3514 -0.5066 -0.8542
H -0.8960 -1.8036 -0.5532
H -2.6085 -1.9424 0.3982
H 0.3434 0.9913 2.7890
H 1.6173 -0.5561 -1.8331
H 0.7867 1.0452 -2.2881

Taken from the Löwdin analysis, the atomic charges in e are: atom 1 (C): -0.06, atom 2 (O): -0.12, atom 3 (C): -0.18, atom 4 (N): 0.02, atom 5 (N): -0.10, atom 6 (N): 0.01, atom 7 (C): -0.38, atom 8 (N): 0.03, atom 9 (H): 0.12, atom 10 (H): 0.09, atom 11 (H): 0.12, atom 12 (H): 0.23, atom 13 (H): 0.09, atom 14 (H): 0.11

--- x ---
This record from OMol25 describes an isolated molecule of C3H6N4O. The level of theory is ωB97M-V with the def2-TZVPD basis set.

The total charge is 0. As for the LUMO energy: 0.48 eV. For the HOMO-LUMO gap, the calculation gives 9.2 eV. As for the HOMO energy: -8.737 eV. Its SMILES is Nn1ccc(=O)n1N.

Geometry (Å):
N 2.2748 -0.0447 -0.1455
N 0.9661 -0.2740 0.2213
C 0.4935 -1.5322 0.1415
C -0.8396 -1.5529 0.0012
C -1.2392 -0.1294 -0.1601
O -2.3446 0.3981 -0.0179
N -0.0014 0.6246 -0.3302
N 0.0107 1.9210 0.2012
H 2.3050 0.1778 -1.1166
H 2.6695 0.8014 0.3797
H 1.1569 -2.3551 0.4046
H -1.5416 -2.4073 0.0837
H 0.6656 2.4375 -0.3545
H 0.2620 1.8593 1.2231

Taken from the Löwdin analysis, the atomic charges in e are: atom 1 (N): 0.06, atom 2 (N): -0.22, atom 3 (C): -0.10, atom 4 (C): 0.01, atom 5 (C): -0.40, atom 6 (O): 0.04, atom 7 (N): -0.10, atom 8 (N): 0.08, atom 9 (H): 0.07, atom 10 (H): 0.12, atom 11 (H): 0.13, atom 12 (H): 0.12, atom 13 (H): 0.07, atom 14 (H): 0.12

--- y ---
This record from OMol25 describes a structure of composition C3H6N4O. The level of theory is ωB97M-V with the def2-TZVPD basis set.

The total charge is 0. As for the LUMO energy (alpha / beta): 0.89 / 0.89 eV. For the HOMO-LUMO gap (alpha / beta), the calculation gives 8.0 / 8.0 eV. As for the HOMO energy (alpha / beta): -7.085 / -7.088 eV.

Geometry (Å):
C 1.9387 0.1496 0.1829
C -1.1184 1.1954 -0.2759
C -0.4722 -1.4183 0.4322
N 0.2000 0.9020 0.0914
N 0.4717 -0.4054 0.2852
N 2.5945 -0.0403 -0.8533
N -1.7641 -0.9609 0.2258
O -1.8634 0.1069 -0.7852
H 2.1407 0.6314 1.0434
H -1.6571 1.5241 0.6306
H -1.2510 2.0147 -0.9778
H -0.2546 -2.4543 0.7556
H 3.5670 0.3864 -0.8161
H -2.5319 -1.6310 0.0611

Taken from the Löwdin analysis, the atomic charges in e are: atom 1 (C): -0.24, atom 2 (C): -0.28, atom 3 (C): -0.07, atom 4 (N): -0.03, atom 5 (N): -0.04, atom 6 (N): 0.09, atom 7 (N): 0.00, atom 8 (O): -0.10, atom 9 (H): 0.08, atom 10 (H): 0.12, atom 11 (H): 0.12, atom 12 (H): 0.12, atom 13 (H): 0.08, atom 14 (H): 0.15

Referenced to the most stable arrangement, the calculated values in hartree are w 0.0549; x 0.0000; y 0.1480.

--- w ---
This record from OMol25 describes a cluster of 4 separate species, C9H28N4O4 in total. The level of theory is ωB97M-V with the def2-TZVPD basis set.

The total charge is 0. As for the LUMO energy: 0.69 eV. For the HOMO-LUMO gap, the calculation gives 10.0 eV. As for the HOMO energy: -9.261 eV. Its SMILES is COC[C@H](C)N.COC[C@H](C)N.NC(N)=O.O.

Geometry (Å):
C -1.1599 -0.5473 -3.8322
O -0.0309 -0.7719 -2.9771
C 0.5071 -2.1267 -3.1091
C 1.5636 -2.2114 -2.0910
C 2.1602 -3.6605 -2.1602
N 0.8881 -1.9778 -0.8235
H -0.8141 -0.2075 -4.8533
H -1.7362 0.2611 -3.3797
H -1.7356 -1.5091 -3.8225
H -0.3419 -2.8634 -2.9891
H 0.9538 -2.2688 -4.0935
H 2.4254 -1.5644 -2.2498
H 3.0362 -3.7630 -1.5206
H 2.5816 -3.8477 -3.1704
H 1.4426 -4.4080 -1.9625
H 0.7233 -1.0137 -0.6315
H 1.4229 -2.2378 0.0265
C -0.9351 0.0191 3.5209
O -0.1535 1.1742 3.5704
C -0.3607 1.8535 2.4055
C 0.6809 3.0283 2.3800
C 0.2084 4.0836 3.3533
N 0.8699 3.5030 0.9831
H -1.1221 -0.3766 4.5091
H -0.4968 -0.7645 2.8686
H -1.9278 0.3536 3.0785
H -0.1855 1.1834 1.5240
H -1.4089 2.2816 2.3470
H 1.6612 2.6345 2.6347
H 0.5775 3.7680 4.3161
H -0.8776 4.2489 3.3363
H 0.6955 5.0748 3.0865
H 1.5813 4.2378 1.0034
H 0.0807 4.0693 0.6356
N -2.1340 -0.4412 -0.8452
C -2.3729 -1.0466 0.3484
N -1.7850 -2.2632 0.4421
O -3.0282 -0.5858 1.2564
H -2.4987 0.5369 -1.0018
H -1.3279 -0.7468 -1.3206
H -1.1996 -2.5711 -0.2766
H -1.4201 -2.4995 1.3067
O 1.6345 0.9646 -0.4170
H 1.9896 1.1381 -1.3257
H 1.3687 1.8600 -0.0803

Taken from the Löwdin analysis, the atomic charges in e are: atom 1 (C): -0.10, atom 2 (O): -0.25, atom 3 (C): -0.20, atom 4 (C): -0.43, atom 5 (C): -0.05, atom 6 (N): 0.04, atom 7 (H): 0.10, atom 8 (H): 0.07, atom 9 (H): 0.10, atom 10 (H): 0.15, atom 11 (H): 0.13, atom 12 (H): 0.14, atom 13 (H): 0.07, atom 14 (H): 0.08, atom 15 (H): 0.06, atom 16 (H): 0.02, atom 17 (H): 0.11, atom 18 (C): -0.11, atom 19 (O): -0.17, atom 20 (C): -0.25, atom 21 (C): -0.40, atom 22 (C): -0.07, atom 23 (N): 0.01, atom 24 (H): 0.09, atom 25 (H): 0.09, atom 26 (H): 0.09, atom 27 (H): 0.12, atom 28 (H): 0.14, atom 29 (H): 0.14, atom 30 (H): 0.07, atom 31 (H): 0.08, atom 32 (H): 0.09, atom 33 (H): 0.08, atom 34 (H): 0.09, atom 35 (N): 0.17, atom 36 (C): -0.70, atom 37 (N): 0.17, atom 38 (O): 0.02, atom 39 (H): 0.14, atom 40 (H): 0.02, atom 41 (H): 0.04, atom 42 (H): 0.07, atom 43 (O): -0.11, atom 44 (H): 0.06, atom 45 (H): 0.00

--- x ---
This record from OMol25 describes a cluster of 4 separate species, C9H28N4O4 in total. The level of theory is ωB97M-V with the def2-TZVPD basis set.

The total charge is 0. As for the LUMO energy: 0.48 eV. For the HOMO-LUMO gap, the calculation gives 8.7 eV. As for the HOMO energy: -8.253 eV. Its SMILES is COC[C@H](C)N.COC[C@H](C)N.NC(N)=O.O.

Geometry (Å):
C 26.6206 -1.6986 8.6889
O 26.0237 -0.6982 7.8265
C 24.8611 -1.2265 7.2639
C 24.2193 -0.0452 6.4258
C 24.2108 1.2665 7.2085
N 22.8510 -0.4526 6.1687
H 27.6583 -1.4013 8.8402
H 26.8200 -2.6612 8.2179
H 26.2890 -1.7291 9.7267
H 25.0668 -2.0740 6.6101
H 24.3252 -1.6553 8.1107
H 24.7984 0.0122 5.5042
H 23.9975 0.9568 8.2316
H 23.6686 2.1090 6.7792
H 25.1904 1.7395 7.2780
H 22.3328 -0.8085 6.9593
H 22.2768 0.3566 5.9803
C 20.3508 -4.8947 6.8446
O 19.3736 -3.9460 6.2536
C 17.9766 -4.0517 6.6082
C 17.3881 -5.4230 6.0718
C 17.6122 -5.5532 4.5240
N 15.9941 -5.6091 6.4077
H 19.9874 -5.9168 6.9512
H 20.7183 -4.5495 7.8110
H 21.2319 -4.9941 6.2107
H 17.9800 -4.0212 7.6977
H 17.3786 -3.2012 6.2808
H 17.8779 -6.3266 6.4344
H 17.1309 -6.4351 4.1011
H 18.6250 -5.7868 4.1959
H 17.3612 -4.6884 3.9099
H 15.6952 -6.3584 5.8000
H 15.9789 -5.9255 7.3668
N 20.0441 -2.0653 12.9596
C 19.4324 -2.2695 11.7929
N 18.1456 -2.4951 11.8727
O 20.0588 -2.3035 10.7680
H 19.8200 -1.1812 13.3935
H 21.0449 -2.1948 13.0007
H 17.6338 -2.6849 11.0229
H 17.7486 -2.2235 12.7608
O 20.8528 -1.7237 7.7056
H 20.6187 -2.4737 7.1589
H 20.6876 -2.0187 8.6011

Taken from the Löwdin analysis, the atomic charges in e are: atom 1 (C): -0.10, atom 2 (O): -0.20, atom 3 (C): -0.22, atom 4 (C): -0.40, atom 5 (C): -0.07, atom 6 (N): 0.02, atom 7 (H): 0.08, atom 8 (H): 0.09, atom 9 (H): 0.09, atom 10 (H): 0.12, atom 11 (H): 0.12, atom 12 (H): 0.13, atom 13 (H): 0.08, atom 14 (H): 0.07, atom 15 (H): 0.06, atom 16 (H): 0.02, atom 17 (H): 0.06, atom 18 (C): -0.06, atom 19 (O): -0.23, atom 20 (C): -0.14, atom 21 (C): -0.42, atom 22 (C): -0.06, atom 23 (N): 0.02, atom 24 (H): 0.07, atom 25 (H): 0.08, atom 26 (H): 0.09, atom 27 (H): 0.11, atom 28 (H): 0.13, atom 29 (H): 0.11, atom 30 (H): 0.07, atom 31 (H): 0.07, atom 32 (H): 0.08, atom 33 (H): 0.06, atom 34 (H): 0.07, atom 35 (N): 0.13, atom 36 (C): -0.76, atom 37 (N): 0.18, atom 38 (O): 0.05, atom 39 (H): 0.10, atom 40 (H): 0.11, atom 41 (H): 0.12, atom 42 (H): 0.11, atom 43 (O): -0.05, atom 44 (H): 0.01, atom 45 (H): 0.01

Referenced to the most stable arrangement, the calculated values in hartree are w 0.0000; x 0.0577.

--- w ---
This record from OMol25 describes a cluster of 2 separate species, C7H14N2 in total. The level of theory is ωB97M-V with the def2-TZVPD basis set.

The total charge is 0. As for the LUMO energy: 1.01 eV. For the HOMO-LUMO gap, the calculation gives 9.9 eV. As for the HOMO energy: -8.842 eV. Its SMILES is CC(C)=NC(C)C.C#N.

Geometry (Å):
C 1.5828 1.0404 -1.6708
C 0.9968 0.3851 -0.5205
C 2.1801 0.0874 0.4963
N -0.2360 0.1449 -0.4098
C -0.8072 -0.2902 0.8427
C -1.8655 -1.3241 0.4786
C -1.6073 0.8461 1.5527
H 1.9725 1.9217 -1.4567
H 0.8437 1.1909 -2.4405
H 2.3165 0.3388 -2.0653
H 1.9047 0.2213 1.4924
H 2.9987 0.6555 0.1618
H 2.3594 -0.9929 0.5605
H -0.1146 -0.6477 1.4874
H -2.0961 -2.0588 1.2594
H -2.7658 -0.7156 0.2107
H -1.4496 -1.9652 -0.2410
H -2.1489 0.5760 2.4903
H -2.3046 1.1813 0.8389
H -0.8140 1.5946 1.6793
C -0.0281 -2.3053 -2.8195
N 0.2801 -2.1420 -1.7130
H -0.5665 -2.3890 -3.8563

Taken from the Löwdin analysis, the atomic charges in e are: atom 1 (C): -0.07, atom 2 (C): -0.40, atom 3 (C): -0.01, atom 4 (N): 0.08, atom 5 (C): -0.46, atom 6 (C): -0.08, atom 7 (C): -0.05, atom 8 (H): 0.03, atom 9 (H): 0.08, atom 10 (H): 0.09, atom 11 (H): 0.04, atom 12 (H): 0.05, atom 13 (H): 0.09, atom 14 (H): 0.08, atom 15 (H): 0.08, atom 16 (H): 0.09, atom 17 (H): 0.01, atom 18 (H): 0.09, atom 19 (H): 0.05, atom 20 (H): 0.07, atom 21 (C): -0.05, atom 22 (N): 0.07, atom 23 (H): 0.11

--- x ---
This record from OMol25 describes an isolated molecule of C7H14N2. The level of theory is ωB97M-V with the def2-TZVPD basis set.

The total charge is 0. As for the LUMO energy: 0.96 eV. For the HOMO-LUMO gap, the calculation gives 9.4 eV. As for the HOMO energy: -8.464 eV. Its SMILES is C=CN(C)/C(C)=N/CC.

Geometry (Å):
C -0.0829 3.1183 -0.6070
C -0.9935 2.2246 -0.7952
N -1.2578 0.8909 -0.3981
C -2.0617 0.1348 -1.3862
C -0.2278 0.1796 0.2364
C 0.4307 0.7470 1.5045
N 0.1747 -0.9760 -0.1284
C 1.0315 -1.8041 0.7160
C 1.6345 -3.0446 0.0378
H 0.8177 2.6504 -0.3833
H -0.3270 4.1659 -0.8002
H -2.0504 2.5265 -1.0076
H -2.5274 -0.7586 -0.9982
H -2.8040 0.8694 -1.7678
H -1.3013 -0.1819 -2.2266
H -0.0780 0.1722 2.3778
H 1.5608 0.4567 1.4650
H 0.3068 1.9041 1.7890
H 0.5014 -1.9864 1.7372
H 1.7976 -1.0499 0.8817
H 2.6100 -3.2754 0.6483
H 1.8354 -2.8138 -1.0113
H 1.0107 -4.1498 0.1163

Taken from the Löwdin analysis, the atomic charges in e are: atom 1 (C): 0.01, atom 2 (C): -0.23, atom 3 (N): -0.13, atom 4 (C): -0.06, atom 5 (C): -0.41, atom 6 (C): -0.05, atom 7 (N): 0.06, atom 8 (C): -0.33, atom 9 (C): -0.12, atom 10 (H): 0.03, atom 11 (H): 0.07, atom 12 (H): 0.12, atom 13 (H): 0.07, atom 14 (H): 0.08, atom 15 (H): 0.12, atom 16 (H): 0.10, atom 17 (H): 0.09, atom 18 (H): 0.11, atom 19 (H): 0.14, atom 20 (H): 0.07, atom 21 (H): 0.08, atom 22 (H): 0.05, atom 23 (H): 0.13

Referenced to the most stable arrangement, the calculated values in hartree are w 0.0000; x 0.0255.